# 1
Density functional theory data (ωB97M-V with the def2-TZVPD basis set) for a 23-piece molecular cluster, C92H211N23O16 overall in a non-equilibrium geometry.

Each line ends with the Löwdin charge.
Cartesian coordinates (Å):
N  26.6806  26.0532  21.6257  0.0061
C  25.9534  25.3769  22.5345  -0.1655
C  25.9926  24.0671  22.2019  -0.1214
C  26.7888  23.9367  21.0268  -0.1157
C  27.1684  25.1969  20.6889  -0.1628
H  26.6287  27.0705  21.5949  0.1570
H  25.3578  25.8298  23.3134  0.1118
H  25.5107  23.1587  22.6801  0.1101
H  27.1011  23.0762  20.4592  0.0877
H  27.6273  25.5158  19.7820  0.1029
N  20.6407  22.0312  10.5145  0.0306
C  20.2201  22.3856  9.2784  -0.1840
C  21.2458  22.6337  8.4674  -0.0926
C  22.4205  22.2527  9.2551  -0.0953
C  21.9834  21.9337  10.4980  -0.1801
H  19.9834  21.8400  11.2960  0.1090
H  19.1304  22.5814  9.1904  0.1199
H  21.1706  23.0355  7.4802  0.0846
H  23.4692  22.3344  8.9088  0.1011
H  22.5770  21.6702  11.3165  0.0743
N  18.2896  23.7236  12.4993  0.0629
C  19.2830  23.3784  13.3561  -0.0950
C  19.2587  21.9873  13.4384  -0.1349
C  18.1938  21.5464  12.6486  -0.1755
C  17.6079  22.6024  12.0435  -0.1621
H  18.0531  24.6828  12.2157  0.1114
H  19.9294  24.0680  13.8564  0.0958
H  19.9586  21.3854  13.9701  0.0467
H  17.9164  20.4651  12.4773  0.1147
H  16.9951  22.6129  11.0920  0.1436
N  21.2892  22.8103  20.9673  0.0175
C  21.7207  23.3687  22.1191  -0.1760
C  20.7440  24.1932  22.6112  -0.1069
C  19.6415  24.2300  21.6591  -0.0864
C  20.0541  23.3966  20.6866  -0.1617
H  21.8497  22.2351  20.3458  0.0709
H  22.7158  23.0984  22.5838  0.1292
H  20.8539  24.8413  23.4609  0.0862
H  18.7545  24.8429  21.6244  0.0814
H  19.5607  23.1427  19.7140  0.0999
N  20.8056  26.8504  14.7457  0.0309
C  20.7915  28.2010  14.4025  -0.1204
C  19.6103  28.7473  14.8637  -0.1121
C  18.9619  27.7489  15.5528  -0.1421
C  19.6940  26.5683  15.5213  -0.1332
H  21.5227  26.1795  14.5764  0.0511
H  21.5342  28.6537  13.7233  0.1157
H  19.2870  29.7223  14.6397  0.0886
H  18.1060  27.7877  16.1982  0.0851
H  19.6062  25.6409  16.0619  0.0900
N  23.9520  14.9804  16.7292  0.0323
C  24.0138  15.1831  18.0808  -0.1442
C  24.9517  16.1562  18.3857  -0.1302
C  25.4462  16.5947  17.1775  -0.1163
C  24.7639  15.8722  16.1461  -0.1315
H  23.1984  14.4160  16.2297  0.1396
H  23.5325  14.5451  18.7495  0.0750
H  25.2270  16.5466  19.3663  0.0942
H  26.3263  17.1043  16.9454  0.0605
H  24.9115  15.8161  15.1114  0.0902
N  21.3720  16.7995  21.1402  0.0429
C  20.6761  16.1336  22.1359  -0.1561
C  21.4100  15.0172  22.5768  -0.0821
C  22.6477  15.0769  21.8283  -0.1011
C  22.5628  16.1785  21.0172  -0.1730
H  21.2376  17.7224  20.7994  0.0859
H  19.7701  16.5326  22.5215  0.0737
H  21.0765  14.1689  23.2110  0.0987
H  23.4898  14.4107  21.9563  0.0890
H  23.3088  16.5699  20.3635  0.0654
C  14.4015  20.9356  16.0636  -0.0522
C  14.7094  21.7824  14.8700  -0.4292
C  16.0141  22.5937  15.1503  -0.1743
O  15.9000  23.3284  16.3793  -0.2248
C  16.8221  24.4074  16.5196  -0.0827
N  14.8672  20.9723  13.6429  0.0616
H  13.6292  20.2497  15.7493  0.0744
H  13.9875  21.5885  16.8304  0.0724
H  15.2781  20.3532  16.1740  0.0519
H  13.9327  22.5459  14.6908  0.1162
H  16.2191  23.1742  14.2279  0.1064
H  16.8884  21.9026  15.2960  0.1157
H  16.7599  25.0666  15.6487  0.0733
H  17.7840  23.9179  16.5330  0.0346
H  16.6480  24.9629  17.4631  0.0883
H  15.4812  21.5627  12.9874  0.0720
H  15.4308  20.1693  13.9136  0.0517
C  24.4814  32.1938  12.1729  -0.0663
C  24.0047  31.0897  13.0941  -0.4426
C  25.0531  30.5730  14.0627  -0.2263
O  24.5481  29.3666  14.5557  -0.2126
C  25.4676  28.5673  15.3000  -0.0950
N  22.7520  31.5094  13.7317  0.0506
H  23.5979  32.4283  11.6025  0.0757
H  25.2468  31.9207  11.4709  0.0709
H  24.8666  33.0471  12.6936  0.0714
H  23.7443  30.2178  12.4409  0.1481
H  25.2625  31.2704  14.9340  0.1486
H  25.9756  30.4072  13.5019  0.1222
H  25.8536  29.0119  16.2231  0.0851
H  26.3506  28.2834  14.7217  0.0840
H  24.9112  27.6468  15.5738  0.0811
H  22.5111  30.8570  14.4623  0.0453
H  22.8515  32.3792  14.2085  0.0607
C  15.6777  23.3336  21.3811  -0.0260
C  15.3580  22.4770  20.0894  -0.4024
C  14.4928  21.2519  20.2931  -0.2465
O  15.1500  20.4060  21.1550  -0.1960
C  14.4293  19.2732  21.4925  -0.1170
N  14.6643  23.3458  19.1425  0.0390
H  14.8166  23.5982  21.9647  0.0672
H  16.1478  24.2669  21.0008  0.0532
H  16.4618  22.9493  22.0669  0.0768
H  16.2988  22.1200  19.6492  0.1203
H  14.3550  20.7472  19.3401  0.1065
H  13.4436  21.5461  20.6678  0.1575
H  15.0179  18.4728  21.9268  0.0796
H  13.8317  18.8736  20.6193  0.1047
H  13.6858  19.5774  22.2080  0.0802
H  14.7721  23.0593  18.1643  0.0407
H  15.1781  24.2678  19.1946  0.0696
C  24.2870  19.6801  20.9107  -0.0340
C  24.6962  20.6654  19.8164  -0.3396
C  25.4577  20.0168  18.6386  -0.2260
O  26.3620  20.9329  18.1052  -0.2017
C  26.9419  20.4442  16.9051  -0.0983
N  23.4371  21.4109  19.3442  0.0732
H  25.1849  19.2131  21.2077  0.0659
H  23.5492  18.9725  20.5402  0.0638
H  23.8765  20.2662  21.7242  0.0721
H  25.3420  21.4739  20.1438  0.1122
H  24.7010  19.7211  17.8837  0.1225
H  26.0298  19.0683  18.9026  0.1343
H  26.1344  20.3801  16.1092  0.0759
H  27.3347  19.3976  17.0546  0.0963
H  27.5811  21.2539  16.5037  0.0919
H  22.9045  20.7206  18.7884  0.0548
H  23.7331  22.0839  18.6848  0.0223
C  11.4133  27.7142  17.3402  -0.0560
C  11.6992  26.2211  17.6743  -0.4164
C  10.7948  25.3372  16.8275  -0.2325
O  11.0319  23.9780  17.0703  -0.1591
C  11.5414  23.2182  15.9793  -0.0987
N  13.1125  25.8200  17.5662  0.0546
H  11.1048  27.9904  16.3172  0.0761
H  12.2843  28.3714  17.4826  0.0652
H  10.6829  28.1128  18.0088  0.0578
H  11.4087  25.9968  18.7075  0.1403
H  11.0441  25.6745  15.8085  0.1243
H  9.7998  25.6834  17.0800  0.1237
H  10.9810  23.1152  15.0276  0.0987
H  11.5177  22.2165  16.4053  0.0955
H  12.4800  23.5649  15.6367  0.0385
H  13.2943  25.4996  16.6136  0.0563
H  13.2253  24.9941  18.1872  0.0589
C  24.2922  24.7503  18.0391  -0.0256
C  22.9244  25.2500  18.5663  -0.3805
C  23.0089  26.7527  18.8443  -0.2466
O  23.2220  27.4074  17.6719  -0.1927
C  22.9786  28.8027  17.6408  -0.0700
N  21.8736  24.9095  17.6043  0.0475
H  24.3099  23.7542  17.6871  0.0364
H  25.2496  25.0039  18.5411  0.0793
H  24.4126  25.3398  17.1071  0.0625
H  22.5662  24.7622  19.4511  0.1114
H  23.8397  26.9155  19.5621  0.1288
H  22.0695  27.0355  19.4486  0.1255
H  22.1415  29.0061  18.3348  0.0873
H  22.6261  29.1250  16.6680  0.0757
H  23.8151  29.3595  18.0578  0.0886
H  20.9359  25.2364  18.0024  0.0910
H  21.9040  25.5140  16.7624  0.0467
C  16.8262  15.1435  20.2548  -0.0343
C  17.8244  15.3666  19.0658  -0.4400
C  17.9832  16.8790  18.6824  -0.2253
O  16.7704  17.4685  18.3679  -0.1905
C  16.6682  18.8507  18.0221  -0.0810
N  19.1474  14.8795  19.2625  0.0289
H  15.9522  15.7785  20.1098  0.0621
H  17.2767  15.3702  21.1801  0.0420
H  16.5648  14.0229  20.2128  0.1015
H  17.3935  14.9649  18.0945  0.1301
H  18.7152  16.9712  17.8872  0.0979
H  18.5285  17.3725  19.5362  0.1053
H  15.6875  19.0545  17.7008  0.0320
H  17.2779  18.9711  17.1019  0.0885
H  16.9252  19.5665  18.8470  0.0995
H  19.4853  15.3868  20.1232  0.0607
H  19.2084  13.8529  19.5132  0.1079
C  18.1388  18.9306  22.0423  -0.0180
C  19.2472  20.0331  21.9034  -0.4185
C  20.0541  20.1526  23.1489  -0.1565
O  19.1646  20.6421  24.2166  -0.1921
C  19.7402  21.4487  25.2252  -0.1170
N  20.1390  19.6241  20.8633  0.0661
H  17.2382  19.3285  22.4593  0.0567
H  18.3637  18.1109  22.6610  0.0421
H  17.9125  18.4851  21.0359  0.0682
H  18.7354  20.9905  21.7025  0.1352
H  20.8429  20.8913  22.9963  0.1021
H  20.4254  19.1576  23.4960  0.1394
H  20.3097  22.3047  24.7790  0.0788
H  20.5023  20.9582  25.7991  0.0674
H  18.9703  21.7431  25.9329  0.0855
H  19.6357  19.4736  19.9950  0.0587
H  20.7652  20.4180  20.6999  0.0574
C  20.3128  16.3039  10.8493  -0.0663
C  20.1662  17.7788  11.0896  -0.4507
C  20.7208  18.1281  12.4669  -0.1687
O  19.9205  17.5162  13.5127  -0.2081
C  18.7310  18.2549  13.8877  -0.0666
N  21.0556  18.4519  10.1653  0.0574
H  21.3779  16.0777  10.9075  0.0826
H  20.0361  15.9511  9.8285  0.0863
H  19.7837  15.6175  11.5322  0.0769
H  19.1391  18.1493  11.1178  0.1322
H  20.7061  19.1601  12.6996  0.0896
H  21.7393  17.6927  12.6029  0.1375
H  18.9739  19.2245  14.1486  0.0310
H  18.2977  17.8181  14.7499  0.0719
H  17.8979  18.2304  13.2200  0.0689
H  20.9963  19.4719  10.1565  0.0584
H  20.7991  18.1541  9.2338  0.0751
C  16.1466  29.5671  18.6961  -0.0802
C  16.1661  28.1367  19.1523  -0.4554
C  17.2009  28.0019  20.2908  -0.1818
O  18.5166  28.3574  19.7955  -0.1899
C  19.3269  27.2547  19.4121  -0.1268
N  14.8537  27.7647  19.6210  0.0529
H  15.4633  29.8126  17.8978  0.0665
H  17.1188  29.9001  18.3140  0.0792
H  15.8116  30.2128  19.4898  0.0761
H  16.5760  27.4855  18.2534  0.1440
H  17.2229  26.9953  20.8058  0.1199
H  16.9259  28.6257  21.1251  0.1168
H  18.8491  26.3553  18.9298  0.0968
H  19.9924  27.0164  20.2155  0.0596
H  20.0090  27.7213  18.6648  0.0770
H  14.1482  27.5452  18.9748  0.0123
H  14.9003  27.0428  20.3656  0.0820
C  22.8064  25.3545  12.1777  -0.0259
C  22.9533  24.2898  13.2685  -0.3647
C  24.2937  23.5446  13.0302  -0.1761
O  25.2943  24.5413  13.2071  -0.2174
C  26.5702  24.0885  13.6006  -0.0955
N  22.9256  24.8847  14.6012  0.0747
H  22.8962  24.9131  11.2267  0.0576
H  23.5698  26.1872  12.2397  0.1076
H  21.8239  25.7696  12.3367  0.0490
H  22.1936  23.5360  13.1753  0.1130
H  24.4133  23.2483  12.0377  0.1001
H  24.4956  22.8619  13.8361  0.1086
H  26.5635  23.8661  14.6945  0.0963
H  27.2400  24.9053  13.4395  0.0734
H  26.9320  23.2659  12.9662  0.0848
H  22.9011  24.1721  15.2785  0.0430
H  23.6881  25.4272  14.9220  0.0641
C  15.3795  15.5450  15.7974  -0.0200
C  14.8394  17.0080  15.7668  -0.4125
C  14.2775  17.2820  14.3896  -0.2739
O  15.2492  17.1858  13.4396  -0.1869
C  14.7717  16.6446  12.2421  -0.1128
N  13.7269  17.2759  16.6652  0.0610
H  16.2390  15.4902  15.0799  0.0901
H  14.6160  14.8278  15.5665  0.0700
H  15.7386  15.3680  16.8266  0.0517
H  15.5323  17.8179  15.9392  0.1025
H  13.9385  18.3242  14.5299  0.1083
H  13.4143  16.7156  14.0816  0.1235
H  15.5892  16.8649  11.5084  0.0991
H  13.8559  17.1129  11.8800  0.0877
H  14.6024  15.5459  12.2187  0.0976
H  13.9984  17.1338  17.6347  0.0753
H  12.9315  16.7448  16.4600  0.0533
C  22.0257  12.0184  17.7354  -0.0669
C  20.8162  11.9955  16.8235  -0.4151
C  20.4341  13.3201  16.1549  -0.2266
O  21.5060  13.8928  15.4955  -0.2229
C  21.1416  15.0625  14.7160  -0.0586
N  21.0002  10.9999  15.7074  0.0219
H  21.8200  12.6945  18.6088  0.0867
H  22.8926  12.3264  17.1591  0.0638
H  22.1881  10.9734  18.1019  0.0886
H  19.9730  11.6723  17.3923  0.1169
H  20.0055  14.0303  16.8906  0.1129
H  19.6855  13.1508  15.3754  0.1268
H  21.9836  15.7251  14.7090  0.0712
H  20.3113  15.6591  15.0842  0.0708
H  20.7226  14.8430  13.7299  0.0857
H  21.5372  10.2090  16.0700  0.0570
H  21.6495  11.4543  15.0077  0.0887
C  14.4400  27.0009  13.7617  -0.0401
C  15.3753  26.7725  12.5676  -0.4629
C  16.7840  27.0009  12.9089  -0.1562
O  17.5771  26.5476  11.7489  -0.2208
C  18.8674  26.9711  11.7694  -0.1506
N  15.1736  25.4147  12.1455  0.0682
H  13.4709  26.5777  13.4774  0.0760
H  14.3409  28.0599  14.0198  0.0867
H  14.7984  26.5295  14.6695  0.0615
H  15.1338  27.4998  11.8352  0.1280
H  17.1651  26.5691  13.8871  0.1232
H  16.9495  28.0943  12.8837  0.1365
H  19.4038  26.5121  12.5969  0.0623
H  19.0063  28.0368  11.9125  0.0897
H  19.2559  26.6937  10.8037  0.0993
H  15.4198  25.2497  11.2162  0.0548
H  14.2021  25.1429  12.3264  0.0800
C  25.3539  19.9018  10.6123  -0.0521
C  25.6312  20.2684  12.0389  -0.4242
C  24.6256  19.8001  13.1209  -0.1942
O  23.4791  20.6041  13.1290  -0.2170
C  22.7633  20.4488  14.3200  -0.1180
N  26.9786  19.7594  12.3768  0.0465
H  24.3853  20.1667  10.1732  0.0676
H  25.3785  18.7750  10.5742  0.1031
H  26.2267  20.2747  10.0704  0.0763
H  25.5655  21.3585  12.1689  0.1018
H  25.2186  19.9259  14.0749  0.1104
H  24.3644  18.7431  13.1578  0.1224
H  21.7351  20.8556  14.2294  0.0559
H  23.2315  20.9701  15.1466  0.0728
H  22.5979  19.3355  14.5249  0.0908
H  27.4946  20.1890  13.1065  0.0499
H  27.5648  19.6400  11.5639  0.0607
C  18.9111  22.0562  17.5010  -0.0539
C  20.2513  21.4141  17.5566  -0.4191
C  20.2252  19.9856  17.1758  -0.2014
O  21.4067  19.3127  17.5641  -0.1983
C  21.6061  18.0795  16.9153  -0.0815
N  21.1600  22.0815  16.5390  0.0805
H  18.1972  21.5759  18.1266  0.0662
H  18.5465  21.9668  16.4754  0.0717
H  18.8993  23.1048  17.7637  0.0551
H  20.7026  21.5293  18.4833  0.0779
H  20.1250  19.9799  16.0490  0.1358
H  19.4864  19.4236  17.7631  0.1064
H  21.7230  18.2095  15.8091  0.0732
H  20.7839  17.3948  17.0432  0.0680
H  22.5061  17.5864  17.3030  0.0843
H  21.2093  23.0711  16.8608  0.0332
H  22.0943  21.7219  16.8601  0.0614

As for the charge: 0. As for the HOMO energy: -7.8 eV.

=====

# 2
Density functional theory data (ωB97M-V with the def2-TZVPD basis set) for C5H8N2 as an isolated structure in a non-equilibrium geometry.

Each line ends with the natural charge from an NBO analysis.
Cartesian coordinates (Å):
C  -0.5406  0.0026  -1.0029  -0.5205
C  0.4997  -0.2299  0.0720  0.0732
C  0.3287  1.1409  0.7119  -0.4790
C  -0.9558  1.2001  -0.0608  0.3244
N  -2.0664  1.7973  -0.0297  -0.5717
C  0.6455  -1.4928  0.7989  -0.2483
N  1.7441  -0.9328  -0.0103  -0.5722
H  -0.1283  0.3509  -1.9631  0.2218
H  -1.2071  -0.8544  -1.2407  0.2214
H  -2.3896  1.2068  -0.7920  0.3392
H  1.0595  1.8541  0.3180  0.2374
H  0.2936  1.1930  1.8022  0.2327
H  0.1195  -2.3718  0.4304  0.1931
H  0.8020  -1.4576  1.8728  0.1991
H  1.7952  -1.4064  -0.9068  0.3495

As for the charge: 0. As for the HOMO energy: -9.7 eV. The value obtained for the energy above the lowest of the compared OMol25 structures with the same formula, charge and spin is 65.8 kcal per mole.